DFT (wB97M-V/def2-TZVPD) results for one molecule with the formula C3H3O2P.

Cartesian coordinates (Å):
C (-0.115, 0.215, -1.795)
C (0.984, 0.373, 0.791)
P (-1.224, -0.415, -0.413)
O (-2.652, -0.288, -0.090)
H (1.676, -0.106, 1.588)
C (-0.794, -1.526, -1.840)
H (1.396, 0.294, -0.241)
H (1.037, 1.521, 1.093)
O (-0.307, -0.068, 0.907)

Computed properties:
- energy above the lowest of the compared OMol25 structures with the same formula, charge and spin (kcal per mole) = 189.4
- SMILES = COP1(=O)C#C1
- 2S+1 = 1
- energy (eV) = -16534.421